(1)
Below is a cluster of 2 separate species, C32H44N5O in total, with properties calculated with the ωB97M-V functional and the def2-TZVPD basis.

Output
Calculated total energy: -1594.55099 Eh
HOMO energy: -9.984 eV
HOMO-LUMO gap: 5.391 eV
Net charge: +1
Molecular weight: 514.74 g/mol

CARTESIAN COORDINATES (ANGSTROEM)
C (-1.196706, -1.992894, -0.339849)
N (-1.146402, -1.151697, 0.824235)
C (-1.153549, -1.787652, 2.119507)
C (-0.523844, -0.871294, 3.140689)
C (-1.163373, 0.492029, 3.095281)
N (-1.297180, 0.991568, 1.737151)
C (-1.449909, 2.432495, 1.653914)
C (-2.176238, 2.782966, 0.375700)
C (-1.659057, 1.981207, -0.787706)
N (-1.812882, 0.553157, -0.571330)
C (-1.443222, 0.175420, 0.640704)
H (-1.019923, -1.356991, -1.207359)
H (-0.432033, -2.770850, -0.264078)
H (-2.176176, -2.464364, -0.463101)
H (-2.191567, -2.010143, 2.425880)
H (-0.600087, -2.730511, 2.044608)
H (-0.673311, -1.289829, 4.142672)
H (0.557418, -0.787614, 2.966765)
H (-2.172262, 0.442645, 3.543680)
H (-0.563969, 1.211679, 3.669697)
H (-2.019558, 2.767568, 2.530553)
H (-0.453781, 2.910184, 1.691462)
H (-3.235416, 2.547346, 0.527317)
H (-2.074616, 3.856558, 0.200495)
H (-2.197280, 2.246762, -1.700192)
H (-0.587862, 2.209597, -0.936398)
C (-3.900261, 0.931696, -10.136010)
N (-3.247977, 0.923591, -8.843745)
C (-2.276158, 1.856988, -8.593341)
O (-1.790662, 2.627937, -9.415619)
C (-1.939021, 1.786640, -7.123572)
C (-2.351033, 3.071076, -6.401189)
C (-3.801086, 3.417601, -6.647930)
C (-4.156208, 4.165574, -7.775895)
C (-5.501184, 4.447435, -8.038662)
C (-6.493691, 3.974317, -7.179043)
C (-6.138727, 3.269110, -6.028408)
C (-4.788696, 3.016346, -5.747695)
N (-2.684040, 0.614049, -6.666798)
C (-2.704792, 0.328751, -5.340087)
C (-3.623096, -0.495376, -4.703623)
C (-3.394622, -1.199379, -3.517408)
C (-4.143685, -2.404098, -3.256377)
C (-3.546058, -3.485759, -2.558881)
C (-4.220078, -4.691772, -2.377103)
C (-5.496853, -4.882144, -2.926771)
C (-6.078179, -3.860509, -3.688711)
C (-5.423399, -2.637401, -3.851080)
C (-3.459271, -0.035617, -7.762759)
C (-3.071224, -1.505766, -8.203983)
C (-1.631341, -1.526657, -8.714783)
C (-4.021903, -1.970424, -9.306736)
C (-3.219717, -2.473291, -7.042132)
H (-3.927071, 1.963000, -10.506543)
H (-3.349476, 0.334891, -10.878077)
H (-4.923171, 0.557036, -10.041180)
H (-0.859271, 1.588945, -7.020118)
H (-2.139904, 2.966131, -5.331100)
H (-1.706964, 3.857700, -6.813363)
H (-3.376589, 4.517176, -8.454550)
H (-5.759588, 5.018887, -8.928736)
H (-7.547970, 4.170650, -7.398944)
H (-6.898360, 2.899705, -5.343004)
H (-4.500067, 2.495487, -4.832554)
H (-1.893243, 0.801409, -4.763747)
H (-4.602150, -0.634630, -5.177057)
H (-2.560271, -0.940140, -2.864615)
H (-2.494239, -3.394498, -2.264340)
H (-3.743401, -5.499523, -1.810600)
H (-6.035429, -5.815020, -2.770989)
H (-7.048774, -4.011752, -4.168185)
H (-5.876123, -1.889833, -4.502792)
H (-4.534157, -0.043942, -7.501190)
H (-0.926951, -1.205214, -7.940028)
H (-1.363950, -2.550751, -9.010387)
H (-1.510615, -0.888889, -9.598393)
H (-5.067065, -1.772667, -9.037189)
H (-3.804102, -1.503840, -10.271684)
H (-3.918867, -3.054603, -9.458601)
H (-4.234096, -2.441682, -6.623399)
H (-3.040790, -3.499968, -7.395998)
H (-2.492908, -2.273462, -6.250118)

Force components x, y, z for each atom (eV/Å):
C 0.00 -0.18 -0.08
N 0.11 0.04 -0.26
C -0.34 0.07 0.09
C 0.43 -0.21 0.46
C -0.27 -0.02 -0.02
N 0.33 -0.17 -0.08
C 0.16 -0.07 -0.27
C -0.48 0.68 0.35
C 0.12 -0.23 -0.05
N 0.89 -0.02 1.14
C -0.50 0.24 -0.80
H 0.10 -0.25 0.07
H -0.06 0.01 0.02
H -0.04 -0.03 0.09
H 0.19 -0.16 -0.03
H -0.15 0.16 0.02
H 0.14 0.04 -0.14
H -0.23 -0.05 -0.04
H 0.26 0.09 0.07
H -0.19 -0.15 -0.11
H 0.10 0.02 -0.17
H -0.28 -0.11 0.04
H 0.02 0.12 -0.17
H -0.13 -0.02 -0.04
H 0.06 0.10 -0.03
H -0.22 0.08 -0.14
C -0.15 0.00 -0.40
N 0.70 0.66 0.41
C 0.08 0.15 -1.23
O -0.68 -0.84 1.22
C 0.98 -0.22 -0.11
C 0.06 0.26 -0.24
C -0.01 0.34 0.20
C -0.34 -0.05 -0.03
C 0.33 -0.23 0.09
C -0.08 0.01 0.05
C 0.36 -0.08 0.01
C -0.35 -0.06 -0.38
N -0.23 -0.96 2.22
C 0.62 0.87 -1.83
C -1.13 -0.69 1.24
C 0.25 0.68 -1.69
C -1.08 -1.07 -0.03
C 0.09 0.41 -0.26
C -0.20 -0.09 -0.10
C 0.34 0.47 0.13
C 0.17 0.41 0.03
C 0.48 -0.47 0.17
C -0.97 0.05 -0.68
C 0.48 0.46 0.36
C 0.05 -0.12 -0.16
C -0.18 -0.06 -0.33
C 0.03 -0.32 0.25
H 0.04 -0.21 0.23
H -0.20 0.20 0.20
H 0.19 0.05 -0.03
H -0.25 0.19 0.03
H -0.01 0.12 -0.15
H -0.06 -0.11 0.22
H -0.24 -0.09 0.17
H 0.00 -0.10 0.24
H 0.42 -0.07 0.11
H 0.07 0.18 -0.13
H -0.15 0.11 -0.17
H -0.34 -0.20 -0.27
H 0.79 -0.30 -0.27
H 0.10 -0.12 -0.13
H -0.58 0.00 0.15
H -0.17 0.35 -0.31
H 0.19 0.17 -0.06
H 0.34 0.03 0.22
H -0.02 -0.14 0.42
H 0.28 0.02 0.10
H -0.02 -0.02 -0.09
H -0.03 0.26 0.10
H 0.04 -0.07 0.19
H 0.11 -0.06 -0.11
H -0.15 -0.16 0.28
H 0.02 0.29 0.17
H 0.18 -0.07 -0.01
H -0.06 0.32 0.09
H -0.12 -0.06 -0.03

***

(2)
Below is a structure of composition C32H44N7O4S2Si2Ti, with properties calculated with the ωB97M-V functional and the def2-TZVPD basis.

Output
Multiplicity: 2
Calculated total energy: -4155.12970 Eh
HOMO energy (spin up / spin down): -1.150 / -1.148 eV
HOMO-LUMO gap (spin up / spin down): 4.845 / 4.840 eV
Net charge: -2
ΔE to the lowest compared entry with this formula, charge and spin: 34.7 kcal/mol
Molecular weight: 758.92 g/mol

CARTESIAN COORDINATES (ANGSTROEM)
Ti (-0.474912, -0.558669, -0.038443)
C (0.642328, -2.694796, -3.511607)
N (0.427642, -2.938293, -2.085055)
C (1.746756, -3.115427, -1.469244)
C (1.828303, -3.116635, 0.042066)
N (1.728366, -1.795755, 0.713207)
C (2.885447, -0.939499, 0.345990)
C (1.764786, -2.029683, 2.160929)
C (2.828643, -2.742732, 2.712559)
C (2.912084, -3.007539, 4.068936)
C (1.899895, -2.549569, 4.904949)
C (0.858496, -1.809532, 4.376374)
C (0.775262, -1.505823, 3.005174)
S (-0.493220, -0.441625, 2.470064)
C (-0.523357, -3.988577, -1.828837)
C (-0.692124, -5.021186, -2.758403)
C (-1.632545, -6.025351, -2.590997)
C (-2.432168, -6.019831, -1.458370)
C (-2.279823, -5.007155, -0.526198)
C (-1.348763, -3.968735, -0.681927)
S (-1.307005, -2.768629, 0.618293)
H (1.276487, -3.463463, -3.980556)
H (1.145807, -1.736622, -3.642349)
H (-0.311018, -2.659206, -4.036042)
H (2.380463, -2.317671, -1.862889)
H (2.182089, -4.070971, -1.805134)
H (2.794738, -3.572459, 0.277249)
H (1.053492, -3.755313, 0.452922)
H (3.828333, -1.498881, 0.422104)
H (2.920525, -0.082885, 1.014254)
H (2.773694, -0.557037, -0.660978)
H (3.625835, -3.099282, 2.070804)
H (3.759570, -3.555023, 4.464935)
H (1.930553, -2.762838, 5.968114)
H (0.074170, -1.423466, 5.018102)
H (-0.072322, -5.045567, -3.644788)
H (-1.741349, -6.795229, -3.345545)
H (-3.173676, -6.795454, -1.300719)
H (-2.905941, -4.978211, 0.358914)
O (-4.350946, -1.707973, -5.821004)
C (-3.486899, -0.812496, -5.693957)
O (-3.070736, 0.041955, -6.503658)
C (-2.826343, -0.760476, -4.298782)
C (-3.409209, -1.396674, -3.214440)
C (-2.780598, -1.385402, -1.981688)
N (-1.581781, -0.825284, -1.790185)
C (-1.023092, -0.191286, -2.836176)
C (-1.613309, -0.124122, -4.079839)
C (0.359256, 0.318450, -2.537936)
O (1.077935, 0.798978, -3.372209)
O (0.701315, 0.102110, -1.281524)
H (-4.347863, -1.913380, -3.363043)
H (-3.222861, -1.850557, -1.114311)
H (-1.119680, 0.406043, -4.884669)
C (3.143962, 4.215770, 2.971610)
Si (2.065287, 2.650511, 2.838319)
C (0.787859, 2.869150, 4.234229)
C (3.181901, 1.261997, 3.485324)
C (1.478004, 2.455563, 1.163740)
Si (0.768587, 3.832975, 0.282105)
C (-0.069290, 3.427341, -1.374023)
C (-0.548284, 4.858282, 1.238068)
C (2.035961, 5.175628, -0.191771)
H (3.675611, 4.268832, 3.932122)
H (2.531734, 5.125131, 2.876961)
H (3.884634, 4.233971, 2.163460)
H (1.247456, 2.873340, 5.233815)
H (0.063402, 2.046551, 4.188351)
H (0.232706, 3.808940, 4.107741)
H (3.561395, 1.509294, 4.486640)
H (4.047264, 1.103865, 2.828407)
H (2.638796, 0.311391, 3.566460)
H (1.110396, 1.446312, 0.902424)
H (-0.757433, 2.580621, -1.289519)
H (0.684247, 3.150024, -2.118123)
H (-0.625470, 4.286096, -1.776669)
H (-1.399379, 4.227971, 1.535298)
H (-0.927952, 5.723630, 0.665946)
H (-0.103305, 5.243034, 2.164493)
H (2.973582, 4.702414, -0.502453)
H (2.261146, 5.830702, 0.661014)
H (1.679363, 5.808902, -1.018779)
N (-3.289182, 3.910019, -0.368617)
C (-4.232674, 3.150825, 0.202483)
N (-5.437490, 3.748448, 0.433243)
N (-4.086188, 1.916856, 0.527587)
C (-2.969571, 1.248745, 0.401068)
N (-2.007456, 0.634472, 0.294227)
H (-3.343421, 4.899790, -0.194142)
H (-2.344396, 3.537638, -0.364146)
H (-5.726139, 4.375532, -0.301395)
H (-6.146351, 3.064143, 0.650062)

Force components x, y, z for each atom (eV/Å):
Ti 0.94 -2.69 2.63
C -0.06 0.04 0.11
N 0.09 -0.19 -0.07
C -0.16 0.16 -0.01
C -0.09 0.15 -0.02
N 0.30 -0.05 -0.03
C -0.08 -0.15 0.12
C -0.02 0.01 -0.02
C -0.01 -0.02 -0.04
C -0.03 0.04 0.02
C -0.05 0.04 -0.05
C 0.04 -0.02 -0.02
C 0.01 -0.12 0.02
S 0.10 0.08 -0.15
C -0.06 0.00 0.05
C 0.08 0.00 0.07
C 0.01 0.02 0.03
C 0.04 0.04 0.07
C 0.04 0.03 -0.05
C 0.07 0.07 -0.11
S -0.26 -0.21 0.07
H 0.00 -0.02 -0.02
H 0.01 -0.07 0.00
H 0.00 -0.01 0.00
H 0.02 -0.03 -0.03
H 0.04 -0.05 -0.07
H 0.11 -0.02 0.05
H -0.04 -0.08 0.11
H 0.00 0.00 0.06
H -0.04 0.07 0.00
H -0.03 0.01 -0.09
H -0.04 0.02 -0.01
H -0.04 -0.01 -0.01
H -0.01 0.04 -0.02
H 0.06 -0.02 -0.01
H -0.01 0.05 0.00
H 0.01 0.01 0.01
H 0.00 0.04 -0.02
H 0.01 -0.02 -0.04
O 0.16 0.27 -0.03
C -0.12 0.07 -0.17
O -0.11 -0.23 0.12
C 0.00 -0.08 -0.01
C -0.02 -0.04 0.08
C 0.00 0.02 -0.03
N -0.66 0.09 -1.31
C -0.03 -0.20 0.05
C 0.19 0.28 -0.18
C -0.10 -0.23 0.21
O 0.30 0.28 -0.40
O 0.82 1.02 -1.41
H 0.02 -0.01 0.03
H 0.00 -0.11 0.11
H -0.03 -0.06 0.01
C 0.02 0.23 0.03
Si 0.22 0.04 0.10
C -0.16 0.00 0.12
C 0.07 -0.21 0.02
C -0.36 -0.31 -0.26
Si 0.34 0.01 -0.01
C -0.03 -0.01 -0.02
C -0.20 0.11 0.00
C 0.04 0.27 -0.02
H -0.10 -0.01 -0.08
H 0.13 -0.12 0.04
H -0.07 0.00 0.10
H -0.04 0.02 -0.11
H 0.08 0.08 0.03
H 0.06 -0.12 0.02
H -0.06 -0.01 -0.10
H -0.11 0.02 0.06
H 0.10 0.12 -0.02
H 0.15 0.57 0.12
H -0.03 -0.07 -0.09
H -0.09 -0.05 0.08
H 0.07 -0.06 0.05
H 0.16 0.11 0.06
H 0.06 -0.11 0.08
H -0.07 -0.04 -0.09
H -0.11 0.03 0.01
H 0.00 -0.09 -0.15
H 0.02 -0.07 0.14
N 0.36 0.15 0.00
C 0.44 0.39 -0.27
N -0.48 -0.05 -0.07
N -0.32 -1.37 0.45
C -0.82 1.15 0.06
N -0.76 0.72 0.22
H 0.11 0.07 -0.09
H 0.00 0.17 -0.16
H 0.01 0.14 0.06
H -0.03 0.03 0.10

***

(3)
Below is a structure of composition C32H45AgAsO2Sb, with properties calculated with the ωB97M-V functional and the def2-TZVPD basis.

Output
Calculated total energy: -4019.83769 Eh
HOMO energy: -8.001 eV
HOMO-LUMO gap: 8.629 eV
Net charge: 0
ΔE to the lowest compared entry with this formula, charge and spin: 1.5 kcal/mol
Molecular weight: 766.26 g/mol

CARTESIAN COORDINATES (ANGSTROEM)
Ag (0.956022, 0.474088, -0.102057)
C (-3.039789, 1.584390, 0.803759)
C (-1.619160, 1.155049, 0.501325)
O (-0.708485, 2.026911, 0.508386)
O (-1.410971, -0.063702, 0.259894)
H (-3.127244, 2.667822, 0.803900)
H (-3.319310, 1.201612, 1.786467)
H (-3.722192, 1.145529, 0.076793)
C (-0.184440, 3.161489, -2.871884)
C (0.921082, 2.475825, -3.678327)
C (0.538908, 2.415635, -5.153715)
C (2.212620, 3.273118, -3.507485)
Sb (1.218866, 0.518696, -2.757519)
C (-0.358990, -0.775043, -3.544333)
C (-0.156073, -1.204218, -4.993224)
C (-1.684759, -0.026490, -3.398572)
C (-0.405685, -1.994339, -2.619985)
C (3.100063, -0.271094, -3.548539)
C (3.315760, -0.022068, -5.037085)
C (3.123535, -1.772471, -3.257384)
C (4.219209, 0.385443, -2.739068)
H (-0.299317, 4.191859, -3.227404)
H (0.037075, 3.190663, -1.802727)
H (-1.147452, 2.663195, -2.986124)
H (0.431768, 3.436013, -5.540578)
H (-0.414682, 1.910159, -5.307796)
H (1.293090, 1.911498, -5.759597)
H (2.037050, 4.308682, -3.819800)
H (3.028738, 2.882289, -4.116495)
H (2.539685, 3.297658, -2.464641)
H (-0.094545, -0.351696, -5.671537)
H (-1.009520, -1.815810, -5.308598)
H (0.740888, -1.809727, -5.125908)
H (-1.759386, 0.826750, -4.073539)
H (-1.840140, 0.311462, -2.371100)
H (-2.504600, -0.711364, -3.644112)
H (0.523234, -2.566338, -2.630496)
H (-1.210296, -2.660325, -2.953584)
H (-0.628256, -1.697012, -1.592027)
H (2.523092, -0.455762, -5.647391)
H (4.261719, -0.481749, -5.347740)
H (3.381406, 1.041206, -5.270678)
H (2.401525, -2.323792, -3.860080)
H (2.929798, -1.988297, -2.203293)
H (4.118608, -2.168929, -3.490314)
H (4.279247, 1.462564, -2.900230)
H (5.182300, -0.050528, -3.030177)
H (4.085799, 0.211377, -1.669143)
C (-0.342032, -3.345666, 4.554291)
C (1.027628, -3.276527, 4.779562)
C (1.833693, -2.534163, 3.930531)
C (1.271487, -1.859530, 2.851829)
C (-0.101531, -1.917270, 2.631046)
C (-0.904064, -2.665622, 3.484721)
As (2.326135, -0.844953, 1.579043)
C (3.678332, -0.005438, 2.680387)
C (3.517022, 1.346163, 2.967480)
C (4.428087, 2.000112, 3.785506)
C (5.506336, 1.306536, 4.314564)
C (5.676214, -0.041122, 4.024892)
C (4.765333, -0.696948, 3.210034)
C (3.323539, -2.263624, 0.701341)
C (2.720053, -3.496317, 0.475981)
C (3.378748, -4.470699, -0.262539)
C (4.645137, -4.222302, -0.773269)
C (5.252298, -2.994761, -0.546786)
C (4.591592, -2.016462, 0.181368)
H (-0.969801, -3.924706, 5.219491)
H (1.467072, -3.799545, 5.619366)
H (2.899388, -2.479575, 4.117244)
H (-0.553402, -1.364063, 1.812360)
H (-1.971931, -2.705598, 3.312560)
H (2.676798, 1.889089, 2.548296)
H (4.296259, 3.051453, 4.005485)
H (6.218928, 1.816453, 4.949914)
H (6.519917, -0.582232, 4.433796)
H (4.908071, -1.745501, 2.978546)
H (1.734741, -3.699526, 0.879239)
H (2.901608, -5.427064, -0.434274)
H (5.158016, -4.983813, -1.346446)
H (6.240060, -2.794995, -0.942845)
H (5.070646, -1.058739, 0.348308)

Force components x, y, z for each atom (eV/Å):
Ag 0.00 0.01 0.06
C 0.01 0.04 0.02
C 0.05 0.15 0.01
O -0.04 -0.06 0.02
O -0.01 -0.10 -0.07
H -0.01 0.00 0.00
H -0.01 0.00 0.00
H 0.00 0.00 0.00
C -0.01 -0.01 0.01
C -0.01 -0.02 -0.02
C 0.00 0.02 -0.01
C 0.01 0.02 0.02
Sb 0.01 -0.07 0.03
C 0.01 0.03 0.00
C -0.02 0.01 0.00
C 0.00 -0.02 0.01
C -0.03 -0.01 -0.01
C 0.00 0.00 0.00
C 0.01 -0.01 -0.01
C -0.01 0.02 -0.02
C 0.01 0.01 0.01
H 0.00 0.00 0.00
H 0.01 0.01 -0.01
H 0.00 0.01 0.00
H 0.00 0.00 0.00
H 0.01 0.01 -0.01
H 0.01 0.00 0.00
H 0.00 0.00 0.00
H 0.00 0.00 0.00
H 0.00 0.00 0.00
H 0.00 -0.01 -0.01
H 0.00 0.00 0.00
H 0.01 0.00 0.01
H -0.01 -0.01 0.01
H 0.00 0.00 0.00
H 0.00 0.00 0.00
H 0.01 0.00 0.02
H 0.01 0.00 0.00
H 0.01 -0.01 0.00
H 0.00 0.00 -0.01
H 0.00 0.00 0.00
H -0.01 0.01 0.00
H 0.00 0.00 -0.01
H -0.01 0.00 0.01
H 0.00 0.01 0.00
H 0.00 -0.01 -0.01
H -0.01 0.00 -0.01
H 0.00 0.00 0.01
C -0.01 0.02 -0.03
C 0.01 0.01 0.00
C 0.04 -0.03 0.02
C -0.07 0.04 -0.07
C 0.00 0.04 0.03
C 0.00 -0.02 0.03
As -0.03 -0.01 -0.06
C 0.03 -0.02 0.03
C 0.00 -0.01 -0.01
C 0.00 0.00 0.01
C 0.00 0.00 0.00
C 0.00 0.01 0.00
C -0.02 0.03 0.00
C 0.05 0.02 0.06
C 0.01 0.00 -0.01
C 0.01 0.01 -0.01
C -0.01 0.00 0.01
C 0.00 -0.01 0.00
C -0.02 -0.01 0.01
H 0.00 0.00 0.00
H 0.00 0.00 0.00
H -0.01 -0.01 -0.01
H 0.02 -0.04 -0.02
H 0.00 -0.01 0.00
H 0.00 0.00 0.01
H 0.00 0.00 0.00
H 0.00 0.00 0.00
H 0.00 0.00 0.00
H 0.01 -0.01 -0.01
H -0.01 0.00 0.00
H 0.00 0.00 0.00
H 0.00 0.00 0.00
H 0.00 0.00 0.00
H 0.01 0.01 0.00